[1]
Formula: C20H26N2O2PdSi
Source: the Open Molecules 2025 dataset
Level of theory: wB97M-V/def2-TZVPD

Its multiplicity is 5. The calculation puts the HOMO-LUMO gap (spin up / spin down) at 0.2774 / 0.1503 Eh. As for the net charge: +2. For the relative energy (zero: lowest compared OMol25 entry of this formula, charge and spin), the calculation gives 0.0 kcal/mol.

Each line ends with the Löwdin charge.
Atoms and positions in Å:
C  0.800  1.572  1.088  -0.042
C  -0.388  1.890  0.366  -0.122
C  -1.519  1.638  1.210  -0.115
H  -0.434  2.325  -0.628  0.112
C  -1.009  1.140  2.463  -0.098
C  0.422  1.127  2.379  -0.049
H  1.111  0.885  3.180  0.118
H  1.817  1.666  0.715  0.135
H  -2.565  1.787  0.951  0.124
H  -1.631  0.881  3.314  0.123
Pd  -0.797  -0.424  0.762  0.729
C  -1.260  -2.199  -2.649  -0.162
H  -2.322  -1.930  -2.653  0.047
H  -1.122  -3.202  -2.236  0.052
H  -0.867  -2.191  -3.675  0.061
Si  -0.299  -0.923  -1.662  0.504
C  1.456  -0.844  -2.292  -0.303
C  2.058  0.402  -2.098  -0.153
H  1.456  1.258  -1.790  0.082
C  3.426  0.575  -2.307  -0.055
H  3.866  1.560  -2.155  0.117
C  4.196  -0.506  -2.743  -0.043
H  5.267  -0.370  -2.915  0.123
C  3.590  -1.752  -2.968  -0.045
H  4.194  -2.585  -3.337  0.121
C  2.218  -1.930  -2.751  -0.062
H  1.740  -2.890  -2.967  0.114
C  -1.218  0.609  -2.314  -0.234
C  -0.711  1.391  -3.358  -0.023
H  0.262  1.178  -3.807  0.125
C  -1.503  2.422  -3.888  0.021
H  -1.113  3.014  -4.715  0.137
C  -2.789  2.673  -3.403  0.041
H  -3.421  3.447  -3.853  0.147
C  -3.284  1.880  -2.361  -0.007
H  -4.293  2.030  -1.981  0.131
C  -2.506  0.854  -1.821  -0.082
H  -2.923  0.232  -1.018  0.109
H  -1.165  -1.572  -0.405  0.013
H  0.607  -0.578  -0.246  0.055
C  0.394  -0.622  6.952  0.001
O  -0.482  -1.017  5.874  -0.001
C  0.115  -1.115  4.686  -0.557
O  1.314  -0.969  4.451  0.073
N  -0.830  -1.325  3.694  0.022
N  -0.226  -1.710  2.446  -0.008
H  0.437  0.469  6.998  0.107
H  1.400  -1.025  6.817  0.101
H  -0.079  -1.027  7.844  0.106
H  -1.664  -1.840  3.953  0.168
H  0.795  -1.691  2.612  0.118
H  -0.521  -2.667  2.244  0.122

[2]
Formula: C49H146N10O19
Source: the Open Molecules 2025 dataset
Level of theory: wB97M-V/def2-TZVPD

The calculation puts the HOMO-LUMO gap at 0.3318 Eh. For the relative energy (zero: lowest compared OMol25 entry of this formula, charge and spin), the calculation gives 19.5 kcal/mol.

Each line ends with the Löwdin charge.
Atoms and positions in Å:
C  14.544  24.833  16.817  -0.044
C  13.461  24.033  17.556  -0.373
C  13.877  22.501  17.646  -0.175
O  14.014  21.917  16.342  -0.177
C  14.485  20.557  16.300  -0.097
N  13.185  24.597  18.896  0.059
H  14.471  24.590  15.757  0.075
H  15.544  24.480  17.071  0.058
H  14.481  25.895  17.057  0.074
H  12.509  24.075  17.029  0.132
H  13.181  21.873  18.202  0.110
H  14.767  22.462  18.275  0.089
H  13.784  19.805  16.664  0.071
H  15.449  20.345  16.762  0.059
H  14.685  20.312  15.257  0.068
H  12.288  24.279  19.233  0.032
H  13.871  24.101  19.447  0.014
C  16.409  12.759  22.380  -0.045
C  17.356  12.332  21.208  -0.397
C  18.712  11.766  21.731  -0.201
O  19.489  11.410  20.610  -0.201
C  20.832  11.035  20.869  -0.099
N  16.506  11.328  20.577  0.018
H  15.402  13.112  22.157  0.068
H  16.828  13.653  22.843  0.058
H  16.519  12.009  23.163  0.079
H  17.590  13.116  20.487  0.122
H  18.648  10.862  22.336  0.118
H  19.196  12.457  22.420  0.126
H  21.480  11.891  21.059  0.090
H  21.289  10.516  20.026  0.082
H  20.784  10.273  21.647  0.084
H  16.558  10.603  21.277  0.077
H  17.056  11.030  19.784  0.075
C  13.155  12.625  18.568  -0.030
C  14.326  13.537  18.149  -0.377
C  13.807  14.944  17.787  -0.200
O  12.829  15.342  18.719  -0.215
C  11.907  16.324  18.186  -0.062
N  15.146  13.825  19.281  0.055
H  13.520  11.632  18.828  0.080
H  12.427  12.657  17.757  0.083
H  12.682  12.978  19.485  0.075
H  14.887  13.095  17.325  0.143
H  13.460  14.821  16.761  0.119
H  14.568  15.722  17.852  0.115
H  11.291  16.796  18.952  0.085
H  11.236  15.871  17.457  0.090
H  12.352  17.176  17.671  0.075
H  15.526  12.955  19.625  0.047
H  14.536  14.097  20.039  0.049
C  20.905  23.958  14.726  -0.077
C  20.444  23.561  16.132  -0.378
C  19.108  22.855  16.093  -0.176
O  18.547  22.897  17.425  -0.235
C  17.430  22.016  17.545  -0.093
N  21.524  22.646  16.570  0.039
H  20.266  24.716  14.273  0.076
H  20.962  23.121  14.030  0.059
H  21.952  24.242  14.624  0.074
H  20.311  24.496  16.676  0.133
H  19.192  21.841  15.702  0.102
H  18.404  23.431  15.492  0.126
H  17.727  20.980  17.388  0.086
H  16.765  22.357  16.751  0.075
H  16.917  22.315  18.459  0.081
H  22.460  23.017  16.489  0.077
H  21.491  21.854  15.946  0.024
C  16.585  17.286  14.172  -0.074
C  15.449  16.422  14.591  -0.419
C  14.144  16.747  13.848  -0.223
O  13.754  18.020  14.188  -0.211
C  12.399  18.281  13.852  -0.084
N  15.838  15.038  14.305  0.032
H  16.329  18.338  14.302  0.067
H  16.891  17.266  13.126  0.083
H  17.471  17.103  14.780  0.063
H  15.275  16.420  15.667  0.121
H  13.354  16.057  14.146  0.123
H  14.306  16.777  12.771  0.132
H  12.240  19.345  14.028  0.085
H  11.683  17.755  14.483  0.090
H  12.249  18.143  12.781  0.090
H  16.230  14.879  13.388  0.069
H  16.633  14.807  14.884  0.061
C  21.273  24.107  19.970  -0.040
C  20.804  22.727  20.450  -0.399
C  19.487  22.775  21.213  -0.188
O  19.632  23.366  22.519  -0.164
C  18.376  23.529  23.179  -0.099
N  20.695  21.798  19.334  0.056
H  20.568  24.546  19.264  0.058
H  22.257  24.032  19.506  0.074
H  21.425  24.744  20.841  0.078
H  21.533  22.363  21.174  0.143
H  19.332  21.701  21.317  0.113
H  18.702  23.194  20.585  0.115
H  17.762  22.631  23.110  0.056
H  17.819  24.368  22.763  0.080
H  18.534  23.700  24.244  0.088
H  19.855  22.015  18.818  0.063
H  21.376  22.109  18.656  0.051
C  16.785  29.799  20.087  -0.076
C  15.717  28.813  19.562  -0.404
C  16.161  27.316  19.740  -0.185
O  17.386  27.001  19.019  -0.174
C  17.726  25.605  19.264  -0.091
N  14.438  29.176  20.239  0.033
H  17.792  29.638  19.704  0.070
H  16.837  29.746  21.175  0.076
H  16.573  30.819  19.764  0.070
H  15.622  28.873  18.478  0.128
H  15.374  26.716  19.283  0.099
H  16.189  27.044  20.796  0.116
H  18.498  25.198  18.610  0.063
H  16.925  24.867  19.311  0.061
H  18.066  25.594  20.300  0.078
H  14.711  28.832  21.149  0.051
H  14.453  30.174  20.390  0.055
C  17.287  21.334  13.406  -0.048
C  17.893  20.548  12.240  -0.434
C  17.069  20.752  10.946  -0.186
O  17.280  22.081  10.416  -0.201
C  16.674  22.302  9.111  -0.082
N  19.256  20.967  12.122  0.051
H  17.479  22.407  13.394  0.084
H  17.632  21.077  14.408  0.049
H  16.219  21.127  13.349  0.072
H  17.825  19.466  12.348  0.119
H  16.002  20.620  11.127  0.122
H  17.464  19.955  10.315  0.118
H  16.864  23.348  8.871  0.085
H  15.608  22.115  8.984  0.081
H  17.197  21.657  8.405  0.081
H  19.787  20.306  11.575  0.082
H  19.219  21.839  11.613  0.081
C  9.270  22.367  21.938  -0.041
C  10.486  23.248  22.297  -0.371
C  11.494  22.778  23.355  -0.152
O  11.927  21.438  23.021  -0.239
C  12.817  20.907  23.980  -0.082
N  11.273  23.480  21.058  0.045
H  9.184  22.343  20.851  0.073
H  8.354  22.840  22.290  0.070
H  9.341  21.337  22.286  0.075
H  10.034  24.186  22.618  0.131
H  10.982  22.640  24.307  0.126
H  12.305  23.505  23.400  0.119
H  13.189  19.951  23.612  0.083
H  12.280  20.787  24.921  0.098
H  13.763  21.426  24.131  0.080
H  11.663  22.576  20.833  0.038
H  12.060  24.090  21.227  0.048
C  20.066  18.540  15.449  -0.066
C  21.426  18.973  14.982  -0.422
C  21.829  18.093  13.798  -0.188
O  23.104  18.543  13.381  -0.200
C  24.232  18.192  14.163  -0.109
N  21.275  20.358  14.557  0.049
H  19.263  18.825  14.769  0.064
H  19.852  19.060  16.383  0.077
H  20.093  17.475  15.679  0.081
H  22.147  18.924  15.798  0.141
H  21.104  18.235  12.997  0.123
H  21.891  17.026  14.011  0.123
H  24.381  18.555  15.179  0.084
H  25.061  18.642  13.617  0.087
H  24.408  17.116  14.146  0.086
H  22.120  20.588  14.054  0.083
H  20.549  20.476  13.863  0.033
C  17.909  16.085  18.328  -0.075
O  16.935  15.953  19.396  -0.188
H  17.475  16.310  17.354  0.066
H  18.628  16.838  18.651  0.076
H  18.463  15.147  18.291  0.086
H  16.425  15.164  19.203  0.013
C  20.199  18.761  20.533  -0.186
O  21.169  19.235  19.630  -0.153
H  20.213  17.675  20.629  0.074
H  20.166  19.303  21.478  0.071
H  19.237  19.052  20.110  0.049
H  21.099  20.192  19.609  -0.027
C  16.280  19.430  24.351  -0.140
O  15.536  18.707  23.371  -0.137
H  16.635  20.394  23.987  0.058
H  15.705  19.761  25.216  0.078
H  17.193  18.890  24.604  0.071
H  16.056  18.560  22.577  0.018
C  14.149  15.921  21.801  -0.164
O  13.285  14.910  21.453  -0.122
H  15.057  15.808  21.210  0.065
H  13.656  16.892  21.746  0.070
H  14.469  15.848  22.840  0.086
H  13.052  15.010  20.527  0.027
C  14.952  22.779  21.586  -0.147
O  15.051  24.027  21.007  -0.141
H  14.411  22.126  20.901  0.072
H  15.991  22.476  21.714  0.070
H  14.419  22.832  22.535  0.070
H  14.272  24.535  21.244  0.069
C  10.286  19.929  16.849  -0.121
O  9.698  18.604  16.927  -0.139
H  10.004  20.357  15.887  0.071
H  9.871  20.580  17.619  0.077
H  11.375  19.969  16.878  0.058
H  8.849  18.560  17.373  0.072
C  12.662  19.242  20.743  -0.133
O  12.171  20.583  20.638  -0.153
H  12.033  18.659  21.417  0.086
H  12.563  18.769  19.766  0.065
H  13.689  19.137  21.093  0.057
H  11.952  20.781  21.552  -0.006
C  17.851  16.678  22.787  -0.172
O  18.382  15.676  21.960  -0.115
H  18.130  16.630  23.840  0.086
H  18.129  17.635  22.345  0.071
H  16.774  16.549  22.889  0.056
H  18.074  15.878  21.074  0.032
C  16.174  19.374  19.637  -0.128
O  16.213  18.285  20.550  -0.141
H  17.119  19.492  19.108  0.057
H  15.333  19.256  18.953  0.074
H  16.057  20.328  20.150  0.069
H  16.283  17.490  20.017  0.024

[3]
Formula: C5H10S
Source: the Open Molecules 2025 dataset
Level of theory: wB97M-V/def2-TZVPD

The calculation puts the HOMO-LUMO gap at 0.3496 Eh. For the relative energy (zero: lowest compared OMol25 entry of this formula, charge and spin), the calculation gives 85.2 kcal/mol.

Each line ends with the Löwdin charge.
Atoms and positions in Å:
C  -1.809  0.173  0.937  -0.112
C  -0.313  -0.092  0.993  -0.476
C  0.746  1.163  0.934  -0.334
C  0.213  -0.894  -0.136  -0.755
C  -0.679  -1.298  -1.149  -0.228
H  -2.229  1.048  0.332  0.094
H  -2.266  -0.875  0.530  0.077
H  -2.339  0.361  2.020  0.117
H  0.062  -0.725  1.915  0.158
H  1.520  1.226  1.723  0.078
H  0.155  2.016  0.864  0.022
H  0.886  -1.820  0.107  0.141
H  0.024  -2.188  -1.728  0.148
H  -1.073  -0.417  -1.745  0.078
H  -1.679  -1.962  -0.537  0.149
S  1.124  0.564  -0.809  0.844

[4]
Formula: C8H9Cl2N2S
Source: the Open Molecules 2025 dataset
Level of theory: wB97M-V/def2-TZVPD

The calculation puts the HOMO-LUMO gap at 0.2799 Eh. As for the net charge: +1. For the relative energy (zero: lowest compared OMol25 entry of this formula, charge and spin), the calculation gives 18.8 kcal/mol.

Each line ends with the Löwdin charge.
Atoms and positions in Å:
C  -0.451  2.227  0.655  -0.284
C  -0.518  1.499  -0.515  -0.264
C  -0.195  0.161  -0.292  -0.204
C  0.509  -0.033  0.936  -0.411
C  -1.140  -1.911  -1.134  -0.838
C  1.358  -1.017  1.390  -0.627
C  -1.029  2.230  -1.733  -0.010
C  2.473  -0.900  2.422  -0.055
N  -0.315  -0.790  -1.283  0.029
N  -1.783  -2.279  -0.180  0.168
S  0.317  1.453  1.974  1.128
Cl  -1.233  -2.564  -2.809  0.663
Cl  1.368  -2.438  0.492  0.898
H  -0.962  3.168  0.765  0.107
H  -0.610  3.241  -1.877  0.105
H  -0.913  1.607  -2.613  0.075
H  -2.122  2.433  -1.679  0.110
H  2.289  -1.669  3.197  0.117
H  2.442  0.046  2.823  0.026
H  3.399  -1.070  1.839  0.116
H  -0.395  -0.415  -2.169  0.068
H  -2.489  -2.976  -0.209  0.083

[5]
Formula: C2H17N2O4
Source: the Open Molecules 2025 dataset
Level of theory: wB97M-V/def2-TZVPD

The calculation puts the HOMO-LUMO gap at 0.3624 Eh. As for the net charge: +1. For the relative energy (zero: lowest compared OMol25 entry of this formula, charge and spin), the calculation gives 6.0 kcal/mol.

Each line ends with the Löwdin charge.
Atoms and positions in Å:
N  1.237  0.821  -1.032  0.177
C  0.386  1.563  -0.051  -0.139
C  -0.874  0.781  0.272  -0.294
N  -1.719  1.559  1.171  0.022
H  1.655  0.021  -0.534  0.111
H  0.708  0.477  -1.847  0.108
H  1.993  1.411  -1.369  0.169
H  0.961  1.708  0.863  0.129
H  0.145  2.531  -0.465  0.130
H  -1.328  0.556  -0.705  0.092
H  -0.798  -0.204  0.720  0.085
H  -2.209  2.296  0.684  0.076
H  -2.392  0.936  1.608  0.079
H  -0.379  -0.554  -3.778  0.066
H  -1.558  0.384  -3.245  0.070
O  -0.641  0.111  -3.137  -0.040
H  -1.546  -2.649  -0.326  0.046
H  -2.990  -2.521  0.114  0.053
O  -2.193  -1.997  -0.032  -0.050
H  2.637  -1.371  0.882  0.040
H  3.160  -0.163  1.552  0.062
O  3.021  -0.506  0.661  -0.057
H  1.426  -1.552  3.246  0.068
H  0.203  -2.001  2.407  0.051
O  1.093  -1.638  2.340  -0.053

[6]
Formula: C7H10N2
Source: the Open Molecules 2025 dataset
Level of theory: wB97M-V/def2-TZVPD

The calculation puts the HOMO-LUMO gap at 0.3321 Eh. For the relative energy (zero: lowest compared OMol25 entry of this formula, charge and spin), the calculation gives 113.2 kcal/mol.

Each line ends with the Löwdin charge.
Atoms and positions in Å:
C  -0.328  0.348  -1.056  -0.148
C  -0.733  -1.147  -0.994  -0.151
C  -0.230  -0.412  1.233  -0.128
C  1.798  1.151  0.264  -0.166
C  0.264  0.755  0.320  -0.284
C  -0.177  -1.663  0.326  -0.217
C  2.822  0.184  -0.499  -0.002
N  1.384  -1.664  0.269  0.087
N  2.092  -0.829  -0.262  -0.094
H  0.388  0.522  -1.859  0.105
H  -1.212  0.947  -1.272  0.107
H  -1.819  -1.256  -1.015  0.109
H  -0.321  -1.697  -1.842  0.110
H  0.377  -0.533  2.131  0.112
H  -1.260  -0.203  1.537  0.117
H  1.858  2.076  -0.310  0.090
H  2.159  1.339  1.277  0.099
H  -0.220  1.670  0.671  0.126
H  -0.487  -2.619  0.714  0.128